Entry 1:
A molecular structure, C4H10O at a distorted geometry, computed with ωB97M-V/def2-TZVPD.

Results
ΔE to the lowest compared entry with this formula, charge and spin	99.58	kcal/mol
LUMO	0.12	eV
charge	0

Each line ends with the natural charge from an NBO analysis.
Positions of all 15 atoms, in Å:
C1 1.019 0.563 0.029  -0.48
O1 1.304 -2.242 0.166  -0.98
C2 0.553 0.834 -1.222  -0.12
C3 -0.504 0.843 0.513  -0.39
C4 -1.457 -0.362 0.529  -0.62
H1 1.386 -1.279 0.192  0.48
H2 1.703 1.235 0.536  0.19
H3 1.906 -2.520 -0.531  0.46
H4 -0.012 0.133 -1.815  0.19
H5 0.649 1.844 -1.643  0.18
H6 -1.033 1.761 0.202  0.18
H7 -0.381 1.136 1.557  0.25
H8 -2.389 -0.206 1.082  0.21
H9 -0.895 -1.217 0.884  0.24
H10 -1.850 -0.524 -0.479  0.20



Entry 2:
A single C4H10O molecule at a distorted geometry, computed with ωB97M-V/def2-TZVPD.

Results
SMILES	CC[C@@H](C)O
ΔE to the lowest compared entry with this formula, charge and spin	30.61	kcal/mol
LUMO	1.04	eV
charge	0

Each line ends with the natural charge from an NBO analysis.
Positions of all 15 atoms, in Å:
C1 2.005 0.080 -0.281  -0.61
C2 0.659 -0.449 0.215  -0.49
C3 -0.613 0.304 -0.125  0.10
C4 -1.833 -0.546 -0.430  -0.63
O1 -0.935 0.933 1.256  -0.78
H1 2.021 1.175 -0.232  0.20
H2 2.288 -0.206 -1.303  0.20
H3 2.797 -0.282 0.384  0.21
H4 0.576 -1.545 0.153  0.20
H5 0.430 -0.093 1.257  0.28
H6 -0.477 1.124 -0.836  0.18
H7 -1.859 -0.948 -1.452  0.22
H8 -1.876 -1.396 0.262  0.21
H9 -2.716 0.073 -0.273  0.23
H10 -0.468 1.774 1.407  0.47



Entry 3:
2 unconnected molecules or ions with the total composition C4H10O, computed with ωB97M-V/def2-TZVPD.

Results
SMILES	C=C(C)C.O
ΔE to the lowest compared entry with this formula, charge and spin	24.86	kcal/mol
LUMO	0.86	eV
charge	0

Each line ends with the natural charge from an NBO analysis.
Positions of all 15 atoms, in Å:
C1 -1.470 0.025 -0.600  -0.64
C2 0.029 0.091 -0.459  -0.05
C3 0.675 1.442 -0.632  -0.65
C4 0.767 -1.017 -0.362  -0.37
O1 0.826 -0.936 2.153  -0.94
H1 -1.992 0.827 -0.063  0.21
H2 -1.874 -0.934 -0.257  0.21
H3 -1.717 0.133 -1.662  0.22
H4 0.392 -0.351 1.505  0.48
H5 0.662 1.687 -1.701  0.22
H6 0.148 2.249 -0.109  0.21
H7 1.718 1.444 -0.299  0.22
H8 1.851 -0.988 -0.289  0.21
H9 0.316 -2.005 -0.297  0.19
H10 0.250 -1.709 2.169  0.46



Entry 4:
A single C4H10O molecule at a distorted geometry, computed with ωB97M-V/def2-TZVPD.

Results
SMILES	CC[C@@H](C)O
ΔE to the lowest compared entry with this formula, charge and spin	22.63	kcal/mol
LUMO	0.97	eV
charge	0

Each line ends with the natural charge from an NBO analysis.
Positions of all 15 atoms, in Å:
C1 -1.552 -0.823 0.784  -0.60
C2 -0.899 0.507 0.150  -0.41
C3 0.412 0.030 -0.491  0.09
C4 1.601 0.987 -0.586  -0.63
O1 0.791 -1.009 0.415  -0.74
H1 -1.023 -1.412 1.560  0.23
H2 -1.730 -1.584 -0.002  0.20
H3 -2.496 -0.522 1.211  0.19
H4 -1.596 0.943 -0.593  0.20
H5 -0.696 1.363 0.829  0.20
H6 0.161 -0.349 -1.498  0.16
H7 1.598 1.631 -1.472  0.21
H8 1.677 1.617 0.307  0.21
H9 2.505 0.367 -0.626  0.21
H10 1.246 -1.747 0.011  0.47



Entry 5:
3 unconnected molecules or ions with the total composition C4H10O, computed with ωB97M-V/def2-TZVPD.

Results
SMILES	[H][H].CC=O.C=C
ΔE to the lowest compared entry with this formula, charge and spin	53.93	kcal/mol
LUMO	1.14	eV
charge	0

Each line ends with the natural charge from an NBO analysis.
Positions of all 15 atoms, in Å:
C1 -0.463 1.948 0.405  -0.39
C2 0.341 1.411 1.317  -0.40
C3 0.093 -1.254 -0.684  0.45
C4 1.580 -1.341 -0.498  -0.73
O1 -0.721 -1.553 0.160  -0.53
H1 -3.340 -0.213 -0.570  -0.03
H2 -0.281 2.934 -0.017  0.19
H3 -1.350 1.422 0.056  0.20
H4 1.215 1.937 1.694  0.19
H5 0.145 0.422 1.725  0.21
H6 -0.238 -0.893 -1.682  0.11
H7 2.026 -0.351 -0.649  0.24
H8 1.818 -1.710 0.502  0.23
H9 2.000 -2.011 -1.257  0.23
H10 -2.825 -0.748 -0.502  0.02



Entry 6:
A single C4H10O molecule, computed with ωB97M-V/def2-TZVPD.

Results
SMILES	CC[C@@H](C)O
ΔE to the lowest compared entry with this formula, charge and spin	5.23	kcal/mol
LUMO	1.05	eV
charge	0

Each line ends with the natural charge from an NBO analysis.
Positions of all 15 atoms, in Å:
C1 -0.809 -0.447 1.695  -0.61
C2 -0.777 0.114 0.270  -0.42
C3 0.507 -0.219 -0.509  0.10
C4 0.546 0.544 -1.822  -0.62
O1 1.675 0.148 0.207  -0.72
H1 0.192 -0.465 2.149  0.18
H2 -1.196 -1.470 1.729  0.21
H3 -1.418 0.172 2.360  0.22
H4 -1.627 -0.276 -0.305  0.21
H5 -0.887 1.206 0.293  0.20
H6 0.524 -1.305 -0.715  0.15
H7 -0.335 0.309 -2.429  0.21
H8 0.552 1.620 -1.616  0.21
H9 1.444 0.305 -2.399  0.22
H10 1.610 -0.236 1.091  0.46



Entry 7:
A single C4H10O molecule, computed with ωB97M-V/def2-TZVPD.

Results
SMILES	CC(C)CO
ΔE to the lowest compared entry with this formula, charge and spin	8.57	kcal/mol
LUMO	1.02	eV
charge	0

Each line ends with the natural charge from an NBO analysis.
Positions of all 15 atoms, in Å:
C1 0.110 1.623 0.172  -0.60
C2 0.175 0.099 0.270  -0.24
C3 1.415 -0.471 -0.423  -0.61
C4 -1.105 -0.617 -0.171  -0.05
O1 -1.152 -1.814 0.586  -0.73
H1 0.973 2.069 0.683  0.21
H2 -0.797 2.014 0.649  0.21
H3 0.123 1.972 -0.868  0.20
H4 0.217 -0.176 1.326  0.21
H5 1.462 -0.164 -1.477  0.20
H6 2.332 -0.121 0.064  0.21
H7 1.407 -1.566 -0.387  0.22
H8 -1.118 -0.845 -1.251  0.16
H9 -1.975 0.022 0.047  0.16
H10 -2.066 -2.027 0.780  0.47



Entry 8:
2 unconnected molecules or ions with the total composition C4H10O at a distorted geometry, computed with ωB97M-V/def2-TZVPD.

Results
SMILES	C=CC.CO
ΔE to the lowest compared entry with this formula, charge and spin	65.54	kcal/mol
LUMO	0.89	eV
charge	0

Each line ends with the natural charge from an NBO analysis.
Positions of all 15 atoms, in Å:
C1 3.824 -1.939 -3.050  -0.27
O1 3.204 -0.809 -2.462  -0.74
H1 4.369 -1.708 -4.079  0.14
H2 4.730 -2.334 -2.513  0.19
H3 2.820 -2.345 -3.268  0.22
H4 3.769 -0.288 -1.738  0.47
C2 -3.246 1.562 1.237  -0.65
C3 -2.588 0.550 2.085  -0.16
C4 -1.449 0.723 2.771  -0.41
H5 -2.703 2.463 0.908  0.22
H6 -3.360 1.009 0.279  0.21
H7 -4.300 1.794 1.584  0.22
H8 -3.123 -0.308 2.134  0.18
H9 -1.094 -0.020 3.450  0.20
H10 -0.852 1.649 2.665  0.19



Entry 9:
2 unconnected molecules or ions with the total composition C4H10O, computed with ωB97M-V/def2-TZVPD.

Results
ΔE to the lowest compared entry with this formula, charge and spin	70.81	kcal/mol
LUMO	1.09	eV
charge	0

Each line ends with the natural charge from an NBO analysis.
Positions of all 15 atoms, in Å:
C1 0.320 1.768 -1.195  -0.25
O1 1.015 0.774 -0.428  -0.51
C2 0.779 -0.463 -0.789  0.26
C3 1.595 -1.345 0.114  -0.77
C4 -1.910 -0.394 1.098  -0.86
H1 0.441 2.714 -0.665  0.19
H2 -0.734 1.499 -1.276  0.20
H3 0.763 1.834 -2.191  0.19
H4 -1.598 -0.721 0.101  0.22
H5 2.146 -0.817 0.903  0.20
H6 2.294 -1.905 -0.519  0.24
H7 0.925 -2.094 0.554  0.24
H8 -2.165 -1.264 1.708  0.21
H9 -2.783 0.260 1.018  0.21
H10 -1.087 0.153 1.568  0.21



Entry 10:
3 unconnected molecules or ions with the total composition C4H10O, computed with ωB97M-V/def2-TZVPD.

Results
SMILES	[H][H].CC=O.C=C
ΔE to the lowest compared entry with this formula, charge and spin	63.56	kcal/mol
LUMO	1.15	eV
charge	0

Each line ends with the natural charge from an NBO analysis.
Positions of all 15 atoms, in Å:
C1 -1.719 1.209 0.413  -0.73
C2 -0.466 1.529 -0.354  0.45
O1 0.645 1.381 0.092  -0.54
C3 1.811 -0.897 0.629  -0.34
C4 1.239 -1.942 0.048  -0.44
H1 -2.582 1.008 -0.229  0.22
H2 -1.925 2.124 0.975  0.24
H3 -1.577 0.389 1.124  0.24
H4 -0.729 -0.434 -1.453  -0.04
H5 -0.618 1.949 -1.371  0.11
H6 1.657 -0.665 1.681  0.19
H7 2.407 -0.182 0.072  0.21
H8 0.566 -2.606 0.587  0.19
H9 1.359 -2.133 -1.017  0.19
H10 -0.198 -0.823 -1.126  0.04



Entry 11:
3 unconnected molecules or ions with the total composition C4H10O at a distorted geometry, computed with ωB97M-V/def2-TZVPD.

Results
ΔE to the lowest compared entry with this formula, charge and spin	93.26	kcal/mol
LUMO	0.98	eV
charge	0

Each line ends with the natural charge from an NBO analysis.
Positions of all 15 atoms, in Å:
C1 0.286 1.499 0.352  -0.49
C2 0.123 0.022 0.381  -0.35
C3 1.305 -0.587 -0.255  -0.52
C4 -1.202 -0.451 -0.209  -0.05
O1 -1.302 -1.860 -0.110  -0.72
H1 1.157 1.827 0.932  0.21
H2 -0.632 2.017 0.714  0.21
H3 0.883 1.547 -0.999  0.11
H4 0.105 0.108 1.494  0.25
H5 1.196 -1.659 -0.514  0.23
H6 1.354 0.510 -1.274  0.11
H7 2.255 -0.384 0.241  0.21
H8 -1.267 -0.123 -1.262  0.17
H9 -2.014 0.044 0.342  0.16
H10 -2.001 -2.158 -0.705  0.47



Entry 12:
2 unconnected molecules or ions with the total composition C4H10O at a distorted geometry, computed with ωB97M-V/def2-TZVPD.

Results
SMILES	C=C(C)C.O
ΔE to the lowest compared entry with this formula, charge and spin	25.28	kcal/mol
LUMO	0.89	eV
charge	0

Each line ends with the natural charge from an NBO analysis.
Positions of all 15 atoms, in Å:
C1 0.382 1.597 0.896  -0.65
C2 0.497 0.244 0.315  0.02
C3 1.046 -0.111 -0.845  -0.43
C4 -0.162 -0.845 1.156  -0.66
H1 -0.660 1.888 1.019  0.22
H2 0.940 2.442 0.494  0.22
H3 0.846 1.543 1.893  0.22
H4 1.075 -1.096 -1.290  0.21
H5 1.529 0.649 -1.455  0.19
H6 -0.603 -1.668 0.584  0.21
H7 -1.043 -0.494 1.669  0.22
H8 0.649 -1.335 1.693  0.23
H9 -1.814 -0.492 -2.641  0.47
H10 -1.099 -1.046 -1.348  0.48
O1 -1.583 -1.275 -2.139  -0.95